Entry 1:
Density functional theory data (wB97M-V/def2-TZVPD) for C24H29N3O5 in the gas phase.

Values from the calculation:
- Molar mass: 439.51 g mol⁻¹
- Structure (SMILES): CCN(CC)CCN1C(=O)C(=O)/C(=C(/O)c2ccc(OC)c(OC)c2)[C@H]1c1ccccn1
- Charge: 0
- LUMO: -0.306 eV
- Highest occupied orbital energy: -8.3 eV
- Energy relative to the best compared isomer or geometry (same formula, charge and spin): 76.7 kcal per mole

```
61
C24H29N3O5 | the Open Molecules 2025 dataset | wB97M-V/def2-TZVPD
C 3.106 -1.215 -5.687
C 1.736 -0.544 -5.623
N 0.705 -1.470 -5.172
C -0.276 -1.796 -6.190
C 0.332 -2.640 -7.305
C 0.127 -1.103 -3.897
C 1.122 -1.372 -2.761
N 0.564 -1.072 -1.468
C 0.412 -1.989 -0.487
O 0.659 -3.172 -0.575
C -0.140 -1.253 0.732
O -0.400 -1.782 1.794
C -0.247 0.141 0.340
C -0.569 1.227 1.094
O -0.400 2.445 0.534
C -1.054 1.181 2.471
C -0.618 2.125 3.400
C -1.068 2.059 4.700
C -1.952 1.068 5.128
O -2.283 1.154 6.438
C -3.047 0.155 7.080
C -2.406 0.117 4.187
O -3.267 -0.858 4.598
C -3.493 -1.954 3.736
C -1.966 0.211 2.877
C 0.240 0.285 -1.081
C 1.456 1.176 -1.218
C 2.523 1.074 -0.331
C 3.625 1.888 -0.530
C 3.623 2.765 -1.605
C 2.513 2.780 -2.434
N 1.458 2.006 -2.250
H 3.858 -0.499 -6.011
H 3.386 -1.601 -4.711
H 3.089 -2.045 -6.386
H 1.482 -0.154 -6.617
H 1.788 0.318 -4.946
H -1.069 -2.376 -5.714
H -0.736 -0.889 -6.624
H 0.812 -3.517 -6.878
H -0.449 -2.963 -7.989
H 1.071 -2.079 -7.870
H -0.761 -1.714 -3.722
H -0.173 -0.040 -3.872
H 1.389 -2.431 -2.756
H 2.026 -0.773 -2.909
H -0.690 3.134 1.149
H 0.110 2.877 3.130
H -0.729 2.768 5.439
H -4.052 0.084 6.662
H -2.561 -0.821 7.020
H -3.104 0.470 8.121
H -2.552 -2.361 3.355
H -4.140 -1.675 2.898
H -3.999 -2.701 4.345
H -2.341 -0.476 2.140
H -0.544 0.699 -1.729
H 2.483 0.374 0.489
H 4.471 1.838 0.139
H 4.462 3.416 -1.795
H 2.462 3.439 -3.292
```

***

Entry 2:
Density functional theory data (wB97M-V/def2-TZVPD) for C24H29N3O5S in the gas phase.

Values from the calculation:
- Molar mass: 471.58 g mol⁻¹
- Structure (SMILES): CCOc1cc2[nH]c(=S)n(Cc3ccc(C(=O)NCCCOC)cc3)c(=O)c2cc1OCC
- Charge: 0
- LUMO: 0.354 eV
- Highest occupied orbital energy: -8.0 eV
- Energy relative to the best compared isomer or geometry (same formula, charge and spin): 23.0 kcal per mole

```
62
C24H29N3O5S | the Open Molecules 2025 dataset | wB97M-V/def2-TZVPD
C 8.801 1.433 -2.026
C 7.588 1.519 -1.113
O 6.904 0.278 -1.221
C 5.757 0.010 -0.568
C 5.221 -1.237 -0.875
C 4.047 -1.686 -0.291
N 3.508 -2.915 -0.581
C 2.365 -3.396 -0.027
S 1.853 -4.904 -0.465
N 1.715 -2.596 0.870
C 0.473 -3.053 1.480
C -0.722 -2.363 0.879
C -0.899 -2.342 -0.500
C -1.998 -1.716 -1.053
C -2.955 -1.118 -0.238
C -4.130 -0.465 -0.889
O -4.050 0.121 -1.952
N -5.294 -0.611 -0.214
C -6.538 -0.036 -0.665
C -7.009 1.097 0.250
C -8.362 1.634 -0.199
O -9.331 0.623 -0.025
C -10.610 1.008 -0.453
C -2.769 -1.125 1.140
C -1.657 -1.736 1.690
C 2.145 -1.323 1.253
O 1.509 -0.682 2.062
C 3.381 -0.870 0.625
C 3.911 0.382 0.937
C 5.082 0.842 0.367
O 5.654 2.046 0.667
C 4.963 2.972 1.487
C 3.815 3.666 0.762
H 9.445 0.614 -1.715
H 9.361 2.362 -1.983
H 8.486 1.254 -3.050
H 7.900 1.691 -0.078
H 6.933 2.339 -1.425
H 5.753 -1.849 -1.587
H 3.973 -3.526 -1.239
H 0.408 -4.133 1.321
H 0.530 -2.836 2.549
H -0.177 -2.824 -1.143
H -2.138 -1.686 -2.123
H -5.304 -1.122 0.654
H -6.357 0.344 -1.673
H -7.312 -0.808 -0.703
H -6.278 1.907 0.239
H -7.106 0.724 1.271
H -8.636 2.520 0.396
H -8.318 1.935 -1.258
H -11.268 0.160 -0.273
H -10.974 1.878 0.109
H -10.615 1.255 -1.522
H -3.473 -0.624 1.790
H -1.510 -1.721 2.760
H 3.360 0.967 1.655
H 4.614 2.490 2.407
H 5.731 3.705 1.753
H 3.371 4.411 1.416
H 3.047 2.954 0.469
H 4.187 4.160 -0.133
```

***

Entry 3:
Density functional theory data (wB97M-V/def2-TZVPD) for 3 unconnected molecules or ions with the total composition C24H29N5O4.

Values from the calculation:
- Molar mass: 451.53 g mol⁻¹
- Structure (SMILES): C#Cc1ccc2c(c1)C(=O)c1cccc(CC(N)(N)N)c1C2=O.CN(C)C=O.CN(C)C=O
- Charge: 0
- LUMO: -0.658 eV
- Highest occupied orbital energy: -9.0 eV
- Energy relative to the best compared isomer or geometry (same formula, charge and spin): 97.2 kcal per mole

```
62
C24H29N5O4 | the Open Molecules 2025 dataset | wB97M-V/def2-TZVPD
C -3.566 1.133 2.653
C -2.876 1.081 1.673
C -2.024 1.215 0.520
C -2.475 1.973 -0.564
C -1.680 2.160 -1.685
C -0.431 1.558 -1.720
C 0.020 0.781 -0.654
C -0.771 0.610 0.474
C 1.381 0.193 -0.778
O 2.119 0.014 0.165
C 1.809 -0.169 -2.169
C 2.661 -1.239 -2.378
C 3.018 -1.578 -3.673
C 2.525 -0.856 -4.748
C 1.669 0.236 -4.570
C 1.121 0.943 -5.778
C -0.259 0.344 -6.220
N -0.895 1.152 -7.233
N -1.166 0.311 -5.085
N -0.071 -1.019 -6.780
C 1.329 0.573 -3.257
C 0.432 1.735 -2.934
O 0.388 2.761 -3.570
H -4.176 1.216 3.520
H -3.458 2.424 -0.536
H -2.015 2.764 -2.516
H -0.413 0.013 1.302
H 3.044 -1.801 -1.537
H 3.693 -2.402 -3.864
H 2.804 -1.135 -5.757
H 1.823 0.875 -6.612
H 0.956 1.998 -5.579
H -0.278 1.364 -8.003
H -1.278 1.998 -6.834
H -0.992 -0.521 -4.531
H -2.099 0.174 -5.465
H 0.840 -1.051 -7.229
H 0.006 -1.681 -6.016
C 2.078 2.321 5.385
N 1.550 1.456 4.348
C 2.381 1.136 3.196
C 0.315 0.939 4.412
O -0.174 0.207 3.567
H 2.334 3.296 4.967
H 2.974 1.879 5.824
H 1.335 2.459 6.167
H 1.898 1.464 2.277
H 2.529 0.059 3.125
H 3.344 1.630 3.297
H -0.239 1.241 5.317
C -0.535 -2.960 4.837
N -1.828 -2.894 5.489
C -2.305 -4.027 6.260
C -2.607 -1.796 5.399
O -3.697 -1.682 5.930
H -0.517 -3.782 4.117
H 0.253 -3.119 5.578
H -0.349 -2.026 4.313
H -3.247 -4.394 5.848
H -2.483 -3.733 7.295
H -1.564 -4.822 6.231
H -2.158 -0.997 4.787
```

***

Entry 4:
Density functional theory data (wB97M-V/def2-TZVPD) for a molecular structure, C24H30As3NO18SV.

Values from the calculation:
- Molar mass: 928.27 g mol⁻¹
- Spin multiplicity: 4
- Charge: -2
- LUMO (alpha / beta): 4.126 / 4.126 eV
- Highest occupied orbital energy (alpha / beta): -2.0 / -2.7 eV
- Energy relative to the best compared isomer or geometry (same formula, charge and spin): 107.3 kcal per mole

```
78
C24H30As3NO18SV | the Open Molecules 2025 dataset | wB97M-V/def2-TZVPD
V 0.061 1.331 -0.495
O 0.551 6.456 -4.370
C 0.358 5.491 -3.407
C -0.870 5.336 -2.768
C -1.000 4.365 -1.777
N 0.007 3.591 -1.428
C 1.181 3.710 -2.056
C 1.417 4.677 -3.040
C 2.189 2.736 -1.592
O 3.394 2.808 -1.889
O 1.638 1.855 -0.839
C -2.278 4.268 -0.940
O -3.252 4.937 -1.284
O -2.190 3.591 0.118
H -0.296 6.893 -4.519
H -1.729 5.941 -3.017
H 2.390 4.773 -3.493
C -1.412 -6.116 -2.296
O -0.531 -5.300 -1.545
C -1.138 -4.384 -0.739
O -2.346 -4.309 -0.653
C -0.213 -3.455 -0.115
C 0.713 -3.823 0.768
As 1.996 -2.522 1.579
C 1.904 -3.309 3.426
C 0.660 -1.148 1.426
C 0.603 -0.713 0.067
As -0.896 -1.574 -0.886
C -0.233 -2.116 -2.674
C 1.930 -0.654 -0.543
O 2.297 -1.091 -1.615
O 2.811 -0.106 0.343
C 4.108 0.156 -0.161
C -0.453 -1.149 2.307
O -0.457 -1.593 3.456
O -1.602 -0.616 1.787
C -2.763 -0.972 2.507
C 0.832 -5.233 1.197
O 0.138 -5.777 2.018
O 1.828 -5.972 0.634
C 2.605 -5.423 -0.411
H -0.804 -6.908 -2.724
H -1.893 -5.528 -3.080
H -2.184 -6.526 -1.644
H 2.320 -4.321 3.407
H 0.879 -3.337 3.775
H 2.499 -2.693 4.106
H 0.304 -3.065 -2.678
H 0.413 -1.322 -3.031
H -1.117 -2.166 -3.311
H 4.706 0.424 0.707
H 4.072 0.984 -0.877
H 4.519 -0.734 -0.647
H -3.616 -0.690 1.893
H -2.793 -0.462 3.478
H -2.761 -2.053 2.685
H 3.091 -6.273 -0.892
H 3.356 -4.733 -0.009
H 1.979 -4.899 -1.134
C -0.465 2.600 3.953
As -1.018 2.843 2.016
C -0.482 4.749 1.925
C -2.895 2.337 2.276
O 0.134 1.878 1.369
H -0.996 3.260 4.647
H 0.609 2.792 4.013
H -0.638 1.563 4.249
H -0.457 5.200 2.920
H -1.134 5.302 1.258
H 0.525 4.708 1.499
H -3.509 3.230 2.215
H -3.025 1.829 3.231
H -3.127 1.692 1.435
O -0.288 0.750 -2.377
S -1.731 0.968 -2.064
O -2.515 -0.191 -2.460
O -1.699 1.046 -0.552
O -2.208 2.186 -2.659
```

***

Entry 5:
Density functional theory data (wB97M-V/def2-TZVPD) for 6 unconnected molecules or ions with the total composition C24H30Br2NO18.

Values from the calculation:
- Molar mass: 780.30 g mol⁻¹
- Charge: +1
- LUMO: -5.104 eV
- Highest occupied orbital energy: -12.4 eV

```
75
C24H30Br2NO18 | the Open Molecules 2025 dataset | wB97M-V/def2-TZVPD
C 1.589 2.315 5.945
C 1.400 3.743 5.426
C 0.443 3.875 4.237
Br -0.122 5.757 4.117
C -0.793 3.032 4.361
C -1.918 3.335 5.099
C -3.011 2.475 5.136
C -4.210 2.864 5.958
O -5.301 2.496 5.719
O -3.902 3.657 7.024
C -2.978 1.277 4.415
Br -4.351 0.013 4.325
C -1.822 0.995 3.682
O -1.640 -0.108 2.957
N -0.797 1.866 3.681
H 2.409 1.798 5.458
H 1.863 2.373 6.994
H 0.692 1.702 5.907
H 2.367 4.097 5.082
H 1.101 4.424 6.212
H 0.922 3.701 3.281
H -1.976 4.256 5.650
H -4.200 4.557 6.832
H -1.942 0.012 2.041
H 0.016 1.605 3.128
C -0.144 -3.577 2.675
C 0.536 -2.765 3.758
O 1.633 -3.596 4.127
C 1.916 -4.417 3.077
O 2.874 -5.105 3.000
O 0.944 -4.325 2.133
H -0.607 -2.965 1.905
H -0.885 -4.270 3.078
H 0.926 -1.815 3.382
H -0.105 -2.575 4.617
C -2.737 1.288 -1.846
C -1.554 2.149 -2.222
O -0.634 1.889 -1.132
C -0.950 0.699 -0.604
O -0.273 0.119 0.201
O -2.111 0.231 -1.088
H -3.263 0.885 -2.707
H -3.449 1.804 -1.198
H -1.093 1.840 -3.157
H -1.796 3.207 -2.277
C -1.437 -2.488 -4.534
C -2.892 -2.152 -4.764
O -2.895 -0.715 -4.646
C -1.644 -0.276 -4.918
O -1.346 0.872 -5.064
O -0.779 -1.295 -4.990
H -1.082 -3.348 -5.101
H -1.203 -2.628 -3.475
H -3.230 -2.418 -5.766
H -3.560 -2.597 -4.031
C 3.419 -3.680 -6.220
C 2.983 -2.746 -7.328
O 1.670 -3.242 -7.638
C 1.202 -3.891 -6.561
O 0.073 -4.262 -6.436
O 2.164 -4.058 -5.632
H 4.056 -3.202 -5.482
H 3.911 -4.579 -6.595
H 2.896 -1.714 -6.993
H 3.624 -2.789 -8.205
C 2.479 1.322 -2.047
C 3.715 0.550 -1.633
O 3.770 -0.483 -2.620
C 3.106 -0.056 -3.720
O 3.113 -0.614 -4.767
O 2.435 1.092 -3.459
H 2.548 2.386 -1.834
H 1.574 0.924 -1.597
H 4.626 1.149 -1.698
H 3.641 0.121 -0.637
```

***

Entry 6:
Density functional theory data (wB97M-V/def2-TZVPD) for a molecular structure, C24H30Cl5N4OS4W.

Values from the calculation:
- Molar mass: 879.90 g mol⁻¹
- Spin multiplicity: 3
- Charge: +3
- LUMO (alpha / beta): -10.471 / -10.652 eV
- Highest occupied orbital energy (alpha / beta): -16.4 / -16.5 eV
- Energy relative to the best compared isomer or geometry (same formula, charge and spin): 0.0 kcal per mole

```
69
C24H30Cl5N4OS4W | the Open Molecules 2025 dataset | wB97M-V/def2-TZVPD
W 9.323 10.141 13.928
C 6.868 13.515 14.018
C 6.631 12.834 12.695
S 7.058 11.072 12.602
C 5.733 10.260 13.512
C 6.155 8.891 13.998
S 7.593 8.900 15.124
C 6.965 9.929 16.532
C 7.540 11.346 16.722
S 8.492 13.202 14.686
H 6.100 13.275 14.786
H 6.827 14.616 13.871
H 7.251 13.283 11.889
H 5.570 12.922 12.379
H 4.909 10.151 12.782
H 5.391 10.918 14.331
H 6.495 8.276 13.133
H 5.328 8.373 14.501
H 7.253 9.303 17.392
H 5.857 9.908 16.473
H 8.339 11.353 17.499
H 6.753 12.058 16.997
Cl 11.690 11.126 13.071
C 12.011 9.365 13.211
C 10.867 8.654 13.606
C 10.800 7.261 13.553
Cl 9.266 6.466 13.786
C 11.959 6.554 13.205
Cl 11.935 4.860 13.154
C 13.141 7.268 12.905
Cl 14.579 6.411 12.546
C 13.179 8.697 12.893
Cl 14.584 9.547 12.451
C 10.765 7.933 7.327
C 11.498 9.009 8.143
C 12.349 8.438 9.297
C 10.480 10.103 8.570
N 9.661 9.691 9.750
C 8.677 8.797 9.995
N 8.444 8.738 11.291
N 9.294 9.614 11.829
N 10.046 10.151 10.942
H 11.522 7.289 6.834
H 10.134 8.385 6.530
H 10.128 7.272 7.959
H 12.206 9.515 7.454
H 11.754 7.875 10.043
H 12.889 9.236 9.842
H 13.107 7.748 8.849
H 9.819 10.384 7.714
H 11.025 11.008 8.905
H 8.154 8.188 9.275
C 12.106 11.720 16.097
S 10.671 10.590 16.212
O 8.102 11.744 15.464
C 11.342 9.267 17.221
C 10.775 8.003 17.110
C 11.116 7.016 18.024
C 12.044 7.255 19.025
C 12.659 8.499 19.064
C 12.312 9.508 18.186
H 12.268 12.128 17.104
H 11.802 12.564 15.460
H 13.008 11.232 15.692
H 10.058 7.803 16.320
H 10.660 6.042 17.904
H 12.303 6.494 19.757
H 13.426 8.709 19.806
H 12.809 10.471 18.275
```